w:
{"formula": "C6H11NO2", "method": "wB97M-V/def2-TZVPD", "elements": ["C", "C", "O", "C", "C", "O", "N", "C", "C", "H", "H", "H", "H", "H", "H", "H", "H", "H", "H", "H"], "xyz": [[0.258, 2.955, -0.014], [0.583, 1.528, -0.369], [0.714, 1.189, -1.556], [1.037, 0.634, 0.758], [1.049, -0.780, 0.235], [2.081, -1.438, 0.185], [-0.278, -1.307, 0.084], [-0.341, -2.762, -0.032], [-1.490, -0.659, -0.392], [1.154, 3.456, 0.360], [-0.530, 2.977, 0.743], [-0.081, 3.490, -0.905], [0.371, 0.724, 1.621], [2.053, 0.924, 1.046], [-1.277, -3.147, 0.383], [0.480, -3.264, 0.485], [-0.284, -3.019, -1.095], [-1.483, -0.657, -1.485], [-1.635, 0.349, -0.005], [-2.380, -1.193, -0.046]], "orbital_gap_ev": 9.87, "e_homo_ev": -9.17, "total_charge": 0, "smiles": "CC(=O)CC(=O)N(C)C"}

---

x:
{"formula": "C6H11NO2", "method": "wB97M-V/def2-TZVPD", "elements": ["C", "C", "C", "C", "C", "C", "N", "O", "O", "H", "H", "H", "H", "H", "H", "H", "H", "H", "H", "H"], "xyz": [[0.666, 0.133, -0.147], [-0.972, 0.087, 1.084], [1.736, 0.321, 0.907], [0.666, -1.240, -0.784], [0.454, 1.242, -1.054], [-2.027, 0.172, 0.115], [-2.767, -1.019, -0.068], [-2.799, -1.974, 0.675], [-2.149, 1.108, -0.707], [-0.894, -0.814, 1.679], [-0.780, 1.010, 1.619], [1.644, 1.284, 1.411], [2.717, 0.296, 0.419], [1.708, -0.476, 1.655], [1.547, -1.338, -1.424], [-0.221, -1.391, -1.400], [0.711, -2.029, -0.036], [0.797, 1.075, -2.077], [-0.755, 1.328, -1.199], [0.720, 2.225, -0.669]], "orbital_gap_ev": [7.90, 7.63], "e_homo_ev": [-9.30, -8.90], "total_charge": 0}

---

In terms of stability, w leads; the second structure lies 101.9 kcal/mol higher.

---

w:
{"formula": "H2O3Si", "method": "wB97M-V/def2-TZVPD", "elements": ["O", "O", "O", "Si", "H", "H"], "xyz": [[2.306, 0.456, 0.058], [1.288, -0.624, -0.057], [-1.553, -0.378, 0.055], [-0.035, 0.213, -0.036], [-1.819, -1.294, 0.116], [-0.187, 1.627, -0.134]], "orbital_gap_ev": 8.06, "e_homo_ev": -8.39, "total_charge": 0}

---

x:
{"formula": "H2O3Si", "method": "wB97M-V/def2-TZVPD", "elements": ["O", "Si", "O", "O", "H", "H"], "xyz": [[1.239, 0.441, 0.461], [-0.008, -0.328, -0.126], [-1.204, 0.600, -0.456], [-1.506, -0.417, 0.546], [1.356, 1.317, 0.476], [0.124, -1.613, -0.902]], "orbital_gap_ev": 10.44, "e_homo_ev": -10.01, "total_charge": 0, "smiles": "O[SiH]1OO1"}

---

In terms of stability, x leads; the second structure lies 46.5 kcal/mol higher.

---

w:
{"formula": "C18H54O9", "method": "wB97M-V/def2-TZVPD", "elements": ["C", "C", "O", "H", "H", "H", "H", "H", "H", "C", "C", "O", "H", "H", "H", "H", "H", "H", "C", "C", "O", "H", "H", "H", "H", "H", "H", "C", "C", "O", "H", "H", "H", "H", "H", "H", "C", "C", "O", "H", "H", "H", "H", "H", "H", "C", "C", "O", "H", "H", "H", "H", "H", "H", "C", "C", "O", "H", "H", "H", "H", "H", "H", "C", "C", "O", "H", "H", "H", "H", "H", "H", "C", "C", "O", "H", "H", "H", "H", "H", "H"], "xyz": [[-1.411, -6.110, -1.144], [-1.417, -4.714, -1.735], [-1.417, -3.702, -0.724], [-0.526, -6.250, -0.525], [-1.562, -6.881, -1.899], [-2.245, -6.199, -0.445], [-2.230, -4.498, -2.430], [-0.533, -4.560, -2.361], [-0.514, -3.390, -0.621], [-1.226, -0.265, -0.109], [-0.309, 0.933, -0.226], [-0.794, 1.958, 0.612], [-0.951, -1.041, -0.824], [-2.246, 0.022, -0.361], [-1.208, -0.687, 0.896], [-0.264, 1.304, -1.253], [0.710, 0.646, 0.052], [-0.349, 2.765, 0.323], [1.969, 0.382, -3.288], [3.357, 0.777, -2.757], [3.275, 0.980, -1.353], [2.010, 0.140, -4.350], [1.288, 1.237, -3.288], [1.487, -0.366, -2.659], [3.671, 1.720, -3.212], [4.099, 0.009, -2.984], [4.077, 1.416, -1.051], [3.918, 1.579, 1.747], [4.454, 1.897, 3.145], [5.795, 2.328, 3.103], [2.852, 1.346, 1.810], [4.351, 0.626, 1.436], [4.062, 2.313, 0.957], [4.280, 1.082, 3.847], [3.930, 2.732, 3.623], [5.893, 3.241, 2.830], [1.864, 5.469, -2.008], [1.220, 4.135, -1.619], [0.225, 4.364, -0.644], [2.387, 5.921, -1.165], [1.072, 6.170, -2.281], [2.550, 5.402, -2.852], [1.956, 3.437, -1.217], [0.756, 3.616, -2.463], [-0.396, 5.002, -1.005], [-2.682, 2.831, -2.308], [-3.653, 1.786, -1.761], [-4.945, 2.115, -2.190], [-2.593, 2.834, -3.395], [-1.696, 2.744, -1.855], [-3.076, 3.826, -2.092], [-3.615, 1.802, -0.669], [-3.368, 0.793, -2.118], [-5.605, 1.601, -1.720], [-4.326, -3.648, 2.995], [-3.351, -3.304, 1.890], [-3.013, -4.531, 1.270], [-4.538, -2.816, 3.668], [-3.868, -4.408, 3.632], [-5.267, -4.108, 2.692], [-2.433, -2.877, 2.302], [-3.815, -2.637, 1.160], [-2.516, -4.337, 0.457], [-3.788, 1.085, 4.709], [-3.273, 0.922, 3.274], [-2.005, 1.540, 3.216], [-4.839, 0.787, 4.736], [-3.767, 2.144, 4.957], [-3.273, 0.442, 5.421], [-3.849, 1.555, 2.591], [-3.196, -0.111, 2.926], [-1.720, 1.533, 2.295], [4.245, -3.647, -0.663], [4.144, -2.142, -0.492], [2.825, -1.727, -0.632], [5.274, -3.970, -0.503], [3.987, -3.893, -1.694], [3.516, -4.123, -0.008], [4.806, -1.693, -1.240], [4.534, -1.864, 0.493], [2.829, -0.791, -0.876]], "orbital_gap_ev": 9.65, "e_homo_ev": -9.40, "total_charge": 0, "smiles": "CCO.CCO.CCO.CCO.CCO.CCO.CCO.CCO.CCO"}

---

x:
{"formula": "C18H54O9", "method": "wB97M-V/def2-TZVPD", "elements": ["C", "C", "O", "H", "H", "H", "H", "H", "H", "C", "C", "O", "H", "H", "H", "H", "H", "H", "C", "C", "O", "H", "H", "H", "H", "H", "H", "C", "C", "O", "H", "H", "H", "H", "H", "H", "C", "C", "O", "H", "H", "H", "H", "H", "H", "C", "C", "O", "H", "H", "H", "H", "H", "H", "C", "C", "O", "H", "H", "H", "H", "H", "H", "C", "C", "O", "H", "H", "H", "H", "H", "H", "C", "C", "O", "H", "H", "H", "H", "H", "H"], "xyz": [[2.196, -3.835, 0.033], [2.510, -3.320, 1.416], [3.751, -2.627, 1.279], [2.303, -3.029, -0.693], [1.209, -4.284, -0.118], [2.831, -4.673, -0.267], [2.617, -4.123, 2.152], [1.716, -2.660, 1.776], [4.148, -2.516, 2.147], [2.371, -0.607, -3.247], [3.042, -0.444, -4.610], [2.607, -1.483, -5.522], [2.314, -1.578, -2.752], [1.327, -0.279, -3.232], [2.904, 0.037, -2.538], [4.107, -0.672, -4.540], [2.792, 0.549, -4.978], [1.928, -1.083, -6.076], [-1.792, -5.859, 0.449], [-1.628, -4.685, 1.374], [-0.731, -4.891, 2.480], [-2.082, -6.777, 0.972], [-0.907, -6.160, -0.111], [-2.628, -5.625, -0.212], [-2.625, -4.353, 1.680], [-1.159, -3.836, 0.869], [-1.231, -5.409, 3.125], [1.896, 5.310, -3.668], [1.943, 4.379, -2.436], [1.766, 3.060, -2.902], [2.376, 6.275, -3.462], [0.891, 5.599, -3.996], [2.420, 4.924, -4.540], [1.236, 4.592, -1.636], [2.979, 4.591, -2.133], [1.343, 2.523, -2.214], [-2.795, 4.551, 1.870], [-2.790, 4.251, 0.375], [-3.582, 5.281, -0.273], [-3.827, 4.603, 2.217], [-2.308, 5.503, 2.088], [-2.306, 3.802, 2.500], [-3.433, 3.381, 0.209], [-1.826, 4.190, -0.120], [-4.494, 5.004, -0.341], [-3.090, -1.883, -1.876], [-3.636, -3.248, -2.295], [-3.891, -3.290, -3.720], [-3.800, -1.089, -2.096], [-2.167, -1.626, -2.397], [-2.911, -1.962, -0.801], [-4.665, -3.360, -1.949], [-3.023, -4.105, -2.018], [-3.074, -3.548, -4.160], [-0.703, -0.790, 5.002], [-1.039, -2.030, 4.193], [0.202, -2.646, 3.840], [-0.024, -0.109, 4.494], [-0.270, -1.088, 5.958], [-1.610, -0.224, 5.239], [-1.627, -1.735, 3.308], [-1.657, -2.793, 4.685], [-0.087, -3.387, 3.269], [1.177, 4.148, 2.633], [2.483, 4.079, 1.869], [2.415, 3.053, 0.863], [1.277, 4.830, 3.476], [0.878, 3.151, 2.954], [0.411, 4.495, 1.935], [3.279, 3.897, 2.602], [2.804, 4.996, 1.376], [2.844, 2.274, 1.235], [-0.147, -0.246, -0.002], [-0.570, 1.226, 0.045], [0.263, 2.100, -0.668], [-0.280, -0.585, -1.033], [-0.780, -0.923, 0.579], [0.861, -0.407, 0.380], [-0.635, 1.424, 1.125], [-1.576, 1.394, -0.347], [0.988, 2.410, -0.092]], "orbital_gap_ev": 9.77, "e_homo_ev": -9.43, "total_charge": 0, "smiles": "CCO.CCO.CCO.CCO.CCO.CCO.CCO.CCO.CCO"}

---

In terms of stability, w leads; the second structure lies 16.9 kcal/mol higher.